(1)
Formula: C69H83ClIN2O2PS
Source: OMol25
Level of theory: the ωB97M-V functional and the def2-TZVPD basis

Element x y z (Å)
I1 2.27291 -4.21494 2.46733
Cl1 5.71026 1.32246 1.41328
S1 5.50259 0.34982 -2.27772
P1 5.63173 3.38835 -4.00712
O1 5.50159 2.26326 -5.11431
O2 1.01276 4.82334 -4.25788
N1 1.99383 -5.12151 -0.95026
N2 3.35241 0.13009 0.34908
C1 3.38969 -1.28740 7.78755
C2 3.08436 -4.56882 -6.72461
C3 -2.07522 -4.98283 -6.06246
C4 0.03276 3.42282 7.88937
C5 -7.10427 -7.24651 -5.15887
C6 -1.27522 7.06213 0.04621
C7 -0.47979 -1.20116 0.41608
C8 -1.47693 -1.69435 9.35471
C9 -5.29678 7.00143 0.90186
C10 3.16551 -4.94977 -8.06421
C11 3.10382 -1.63747 6.46825
C12 4.34394 1.76494 -1.72383
C13 -7.27489 -8.24578 -4.20114
C14 3.35901 0.58790 2.84545
C15 2.99469 -3.96437 7.10805
C16 2.53880 -4.18302 -9.04609
C17 -0.52075 -3.31811 7.84306
C18 0.08985 -2.65820 0.90562
C19 0.09412 2.52102 6.82736
C20 3.49106 -1.10298 -0.51430
C21 2.78629 -3.81684 -1.18084
C22 -3.00085 -3.23506 -7.44971
C23 -8.54010 -8.49522 -3.67013
C24 1.23988 -5.21109 -2.12736
C25 3.37493 1.41787 -0.43892
C26 2.90415 -2.97517 6.12849
C27 -0.85651 -2.92452 9.13878
C28 3.48573 -2.27714 8.76617
C29 1.69647 -2.48795 1.17654
C30 0.11323 2.99100 5.51387
C31 4.38172 3.18400 -2.54801
C32 -1.90460 -3.98356 -7.02019
C33 -5.10667 7.23339 2.51351
C34 3.28975 -3.61523 8.42562
C35 1.12476 6.37904 -4.77886
C36 2.38061 -3.41858 -6.36877
C37 -1.01261 5.78404 1.03986
C38 1.82725 -3.03794 -8.68930
C39 -9.46725 -6.75375 -5.06418
C40 3.32817 5.75796 -2.91668
C41 -3.34043 -5.23227 -5.53145
C42 -9.63716 -7.75047 -4.10373
C43 -0.00630 4.79429 7.63938
C44 -8.20052 -6.49800 -5.58839
C45 -4.43749 -4.48752 -5.96505
C46 3.77688 -3.83999 -2.50976
C47 -5.14025 8.88839 2.75270
C48 0.00722 5.26396 6.32581
C49 -3.90492 6.82045 0.05461
C50 2.47587 5.34641 -4.42845
C51 -0.81134 -2.48373 6.76409
C52 -1.75909 -0.85590 8.27659
C53 0.05087 -4.09352 -2.49480
C54 -1.42834 -1.25196 6.98045
C55 2.30766 4.11154 -0.75182
C56 1.31123 5.36120 -0.39276
C57 -2.69027 7.83405 0.48183
C58 1.47438 -6.37575 -3.28042
C59 0.58141 5.28490 1.06997
C60 0.06478 4.36209 5.26370
C61 2.63882 -2.49924 -0.16377
C62 3.32480 4.35558 -2.05759
C63 4.62754 -2.47875 -2.84126
C64 -4.26758 -3.49080 -6.92550
C65 4.46157 -1.19194 -1.84147
C66 4.29201 0.13737 1.53239
C67 3.98620 1.84677 3.68729
C68 2.34992 2.65250 0.03371
C69 1.75069 -2.65383 -7.35023
H1 0.56074 5.46233 -1.31065
H2 -0.04853 5.49674 8.46712
H3 -0.55598 -2.79335 5.75374
H4 3.17007 4.94925 -5.39511
H5 1.35413 -5.81124 -4.32575
H6 1.64338 2.43432 0.94199
H7 2.60428 -4.47861 -10.09023
H8 4.37293 6.07535 -3.33819
H9 1.93539 6.37868 -0.40205
H10 3.36624 -4.38657 9.18808
H11 -0.38761 7.83496 -0.00863
H12 3.57033 -5.16738 -5.95915
H13 3.53858 -0.24435 8.05323
H14 2.83663 -5.00637 6.84417
H15 -1.38025 6.12359 2.12289
H16 -3.47202 -6.00711 -4.78131
H17 -6.42074 -8.83009 -3.86773
H18 3.71334 -2.00499 9.79342
H19 -0.03391 -4.27487 7.67480
H20 -8.67169 -9.27006 -2.91999
H21 -6.02796 7.82176 0.44769
H22 -0.40717 -2.86688 1.97112
H23 -2.23744 0.10481 8.44574
H24 4.01947 2.86099 3.09785
H25 2.72027 6.63370 -2.43398
H26 0.46731 -0.54445 0.10677
H27 -0.02708 6.33257 6.13052
H28 2.32222 -3.11819 -5.32545
H29 -5.98943 9.18748 3.51551
H30 6.96249 3.27307 -3.41023
H31 5.03728 1.54782 4.16333
H32 -2.82399 8.85916 -0.06667
H33 -5.91525 6.72330 3.18946
H34 -2.86766 -2.45384 -8.19313
H35 -5.39803 9.47014 1.74248
H36 -4.09249 9.31004 3.09257
H37 -3.61905 5.68018 0.05191
H38 1.82972 -1.52730 1.85849
H39 0.07273 4.72815 4.24006
H40 -10.62396 -7.94719 -3.69292
H41 5.33381 -2.40819 -3.77160
H42 -1.22107 -5.56714 -5.72905
H43 1.11863 6.06365 1.79748
H44 0.16486 2.28881 4.68624
H45 0.62119 4.24277 1.59989
H46 -10.32270 -6.17520 -5.40385
H47 -5.89075 5.97268 0.78360
H48 -2.58952 8.04182 1.62866
H49 -5.12303 -2.91225 -7.26517
H50 -0.63456 -3.57677 9.97927
H51 -5.42430 -4.68424 -5.55424
H52 0.54750 -7.09495 -3.20584
H53 -1.44720 6.68709 -1.06276
H54 3.03576 -0.86698 5.70431
H55 -8.06733 -5.71679 -6.33181
H56 3.92540 -4.75717 -3.22522
H57 -4.17183 7.08296 -1.07892
H58 3.19065 -0.39520 3.49427
H59 -1.30239 -1.24569 -0.41639
H60 2.67800 -3.24728 5.10084
H61 0.12692 1.45237 7.02240
H62 -0.93713 -4.54355 -2.01222
H63 0.01622 3.05632 8.91287
H64 -0.90982 -0.66035 1.38939
H65 4.65790 -0.95438 1.75534
H66 2.26866 0.88393 2.45946
H67 -1.65157 -0.60046 6.13964
H68 5.57802 4.73558 -4.57506
H69 -0.91818 -3.78770 -7.43218
H70 -0.21168 -3.56529 0.23111
H71 1.20034 -1.75880 -7.07251
H72 1.47599 6.48727 -5.88870
H73 -1.73999 -1.38850 10.36436
H74 3.71710 -5.84401 -8.34230
H75 -6.11785 -7.05065 -5.57086
H76 2.51385 -6.90919 -3.21710
H77 -0.00184 -3.98602 -3.66024
H78 1.21371 7.16505 -3.91806
H79 -1.66966 4.89312 0.63534
H80 1.33340 -2.44443 -9.45387
H81 0.22268 -3.05798 -1.97803
H82 3.27203 2.03749 4.62069
H83 -4.02183 6.90130 2.88255

total energy	-120690.8679	eV
charge	0
SMILES string	CCCCCCCCCc1cc2c(c([PH2]=O)c1C[C@@H]1CO1)Sc1ccc(N=C(C)C)c([C@H](I)CC)c1N2[C@@H](Cl)CC.c1ccccc1.c1ccccc1.c1ccccc1.c1ccccc1.c1ccccc1.c1ccccc1
orbital gap	6.917	eV


(2)
Formula: C21H30BF4N6O9S
Source: OMol25
Level of theory: the ωB97M-V functional and the def2-TZVPD basis

Element x y z (Å)
S1 3.65267 1.64028 -1.77397
F1 5.71060 3.30678 -1.74043
F2 5.60159 1.93122 -3.35993
F3 6.58862 1.07875 1.30687
F4 6.27869 1.21821 -1.42408
O1 3.44415 0.45231 -2.52502
O2 -2.34983 -2.81203 2.53322
O3 2.95175 2.78030 -2.25668
O4 -1.24292 2.16478 -3.25353
O5 -4.55792 -2.71049 2.95071
O6 -1.14095 -1.86919 0.19332
O7 -1.59249 0.01939 -3.83701
O8 -3.78072 -4.20267 1.49762
O9 -1.44159 1.62371 -5.40868
N1 3.34566 1.43710 -0.15385
N2 0.54336 -1.77505 4.98993
N3 0.29948 0.04205 0.72363
N4 1.08550 0.52186 -0.24721
N5 -2.25442 0.12670 1.11881
N6 2.09460 0.72467 1.68758
C1 0.93824 -1.34811 3.80144
C2 -0.72840 3.67154 -6.51407
C3 -0.69080 0.44901 3.76687
C4 -0.43424 -1.07734 5.53692
C5 -1.44397 1.16019 -4.14383
C6 4.38254 1.84241 0.81860
C7 -1.47157 3.06357 -5.35055
C8 5.11460 -0.65928 0.64613
C9 -1.09500 0.00006 5.00145
C10 0.88743 0.16820 1.90605
C11 -5.15314 -4.55730 1.74347
C12 -6.86334 -3.44677 3.25253
C13 -3.46725 -3.20833 2.34221
C14 5.25850 0.68473 1.35655
C15 0.34979 -0.25700 3.20969
C16 5.47292 2.04045 -2.05465
C17 2.21033 0.91211 0.40307
C18 0.60290 0.51518 -1.61255
C19 -5.71605 -3.26898 2.28961
C20 0.73528 -0.91888 -2.25138
C21 -0.83922 3.32377 -4.00521
B1 -1.08509 -0.60805 0.68625
H1 -7.67673 -4.00471 2.78960
H2 -2.51811 3.37865 -5.36391
H3 0.26088 3.22385 -6.61730
H4 -0.24674 -1.29311 -2.50773
H5 -2.92578 -0.49311 1.56127
H6 4.41885 -1.27173 1.22250
H7 1.09730 1.19653 -2.29314
H8 5.06145 2.57606 0.37910
H9 5.01929 0.55129 2.41241
H10 1.40901 -0.92422 -3.10212
H11 6.06875 -1.18497 0.69663
H12 -2.73818 0.53959 0.32379
H13 -0.62192 4.74897 -6.38863
H14 -5.63857 -4.87493 0.82440
H15 -6.53620 -3.97089 4.15125
H16 -1.42971 -2.51714 0.86409
H17 3.93250 2.38600 1.64410
H18 -1.90195 0.48612 5.52780
H19 -1.26072 3.48200 -7.44559
H20 -6.00167 -2.58903 1.48280
H21 4.84762 -0.60096 -0.40661
H22 -0.44975 0.76687 -1.70269
H23 0.25281 3.35491 -4.03982
H24 -5.17643 -5.37803 2.46272
H25 1.16869 -1.53826 -1.46269
H26 1.74187 -1.87566 3.29917
H27 -1.20626 4.23261 -3.53449
H28 -0.75025 -1.39602 6.52788
H29 -1.15446 1.28732 3.27295
H30 -7.24590 -2.47782 3.57233

total energy	-72009.0642	eV
charge	+1
orbital gap	10.177	eV


(3)
Formula: C2H4N4
Source: OMol25
Level of theory: the ωB97M-V functional and the def2-TZVPD basis

Element x y z (Å)
N1 -0.56904 0.67876 -0.39267
N2 1.06836 -0.45833 -1.16992
N3 -0.91208 0.12860 1.73314
N4 1.06990 -0.40052 0.27893
C1 -0.06820 0.08647 0.68338
C2 0.01346 0.18207 -1.46373
H1 -0.39878 0.30444 -2.51168
H2 1.87435 -0.88711 0.76493
H3 -1.78404 0.62653 -0.34695
H4 -0.29394 -0.26092 2.42458

total energy	-8096.8097	eV
charge	0
SMILES string	[H]/N=c1/[nH]cn[nH]1
orbital gap	8.997	eV


(4)
Formula: C36H46ClF9HfO2P4
Source: OMol25
Level of theory: the ωB97M-V functional and the def2-TZVPD basis

Element x y z (Å)
Hf1 0.06650 0.04532 0.36423
Cl1 1.98184 1.48462 0.43975
P1 -3.20089 -2.46845 -2.36561
P2 1.20837 0.97152 -4.56902
P3 1.68385 -2.00434 0.02878
P4 -1.49839 2.15377 0.34542
F1 -2.15148 0.00623 5.40892
F2 -2.44180 -2.46943 4.26951
F3 -2.33623 1.12085 3.54268
F4 -0.08164 -1.38889 5.72499
F5 0.54027 -2.66330 4.06679
F6 -1.42889 -2.75907 2.34178
F7 -2.98726 -1.23142 2.53890
F8 1.38981 -0.64804 4.27113
F9 -0.48468 1.26615 4.70536
O1 -0.32548 -0.30889 2.27619
O2 -1.85326 -0.13161 -3.53240
C1 4.98795 1.28800 -6.15718
C2 -0.92678 -0.80774 -2.65348
C3 3.06586 -1.86412 -1.12737
C4 -0.90354 3.08795 1.78941
C5 -1.71173 3.77432 -5.27589
C6 1.62585 -1.74856 -4.90572
C7 0.59502 2.84507 -6.54986
C8 3.69623 0.82611 -5.89335
C9 -0.16005 -2.01219 -7.03689
C10 3.47986 2.48866 -4.13355
C11 -0.84671 -0.76611 3.50707
C12 0.52044 -3.13250 -6.55250
C13 4.77273 2.93935 -4.40699
C14 0.85075 -3.59383 -0.24086
C15 1.40576 -3.00112 -5.47887
C16 -3.81824 -3.42764 -0.98639
C17 -0.15416 3.87206 -7.12405
C18 -0.97218 2.73723 -4.69919
C19 0.02317 -0.76197 -6.44316
C20 2.92738 1.43508 -4.88282
C21 5.53056 2.34332 -5.41997
C22 -1.49276 3.32325 -1.02808
C23 -1.68498 -1.24301 -0.32967
C24 0.19108 2.26056 -5.33071
C25 2.47030 -2.15798 1.65634
C26 -1.30930 4.34204 -6.48936
C27 0.90832 -0.62353 -5.35823
C28 0.97090 0.85622 -2.79037
C29 -1.84953 -1.48769 -1.63582
C30 -1.93508 -1.81476 3.19591
C31 -3.21648 1.67372 0.66880
C32 0.10305 0.14134 -2.09714
C33 -4.50545 -1.45748 -3.07434
C34 -1.46238 0.40217 4.30924
C35 -2.50428 -3.51886 -3.65194
C36 0.25298 -1.37583 4.41159
H1 2.74073 -1.16148 2.02931
H2 -4.13382 -0.94801 -3.97481
H3 0.41247 -3.60867 -1.24959
H4 -0.34988 -1.59640 -3.18522
H5 5.57513 0.81623 -6.94730
H6 -4.83982 -0.70740 -2.34301
H7 2.37187 -1.63423 -4.11312
H8 5.19048 3.76098 -3.82528
H9 -3.81873 2.55000 0.94113
H10 -3.00360 -4.03138 -0.55916
H11 -1.64946 -4.08178 -3.24723
H12 -2.11991 2.94932 -1.84923
H13 3.28371 -0.00547 -6.46874
H14 -2.61149 4.13839 -4.77401
H15 0.16548 4.30176 -8.07642
H16 -3.63006 1.20234 -0.23387
H17 -1.85985 4.31079 -0.71371
H18 -2.17485 -2.91666 -4.51350
H19 -5.34988 -2.11180 -3.33956
H20 -0.46202 3.42140 -1.39916
H21 0.36544 -4.10903 -7.01626
H22 -1.55581 3.95552 1.93204
H23 3.37264 -2.77455 1.57188
H24 1.77613 -2.60723 2.37196
H25 -1.29035 2.29675 -3.75380
H26 -3.28398 -4.22357 -3.98035
H27 6.53807 2.69901 -5.63101
H28 -4.22339 -2.75550 -0.21562
H29 -0.90480 2.47795 2.69879
H30 -1.89114 5.14330 -6.94418
H31 -4.61670 -4.08862 -1.34989
H32 3.38342 -0.81251 -1.16278
H33 -0.49217 0.11856 -6.83690
H34 2.75969 -2.17031 -2.13508
H35 1.54605 -4.43705 -0.12903
H36 1.94168 -3.87274 -5.09267
H37 1.70885 1.46247 -2.24327
H38 2.89554 2.96296 -3.34121
H39 -0.84327 -2.10839 -7.88293
H40 0.12528 3.41746 1.60572
H41 -3.25668 0.93805 1.48377
H42 -2.38922 -1.68684 0.38803
H43 3.90430 -2.48690 -0.78805
H44 0.03141 -3.69428 0.48789
H45 -1.41862 0.21194 -4.32540
H46 1.49811 2.48854 -7.04759

total energy	-117606.7435	eV
charge	+2
orbital gap	8.533	eV


(5)
Formula: C5H8O2
Source: OMol25
Level of theory: the ωB97M-V functional and the def2-TZVPD basis

Element x y z (Å)
O1 0.73832 0.03238 1.43954
O2 2.35804 -0.93039 -0.93996
C1 0.00622 0.65748 0.77355
C2 2.35474 0.18956 -0.49608
C3 -1.04009 -1.30272 -0.53622
C4 -1.72437 -1.09473 0.59111
C5 -0.53176 1.61641 0.04653
H1 3.04718 0.53260 0.29755
H2 -1.38124 -1.48906 1.54413
H3 1.63072 0.95102 -0.83318
H4 -0.07564 2.58049 0.22975
H5 -2.62124 -0.48611 0.62297
H6 -0.11013 -1.86387 -0.55174
H7 -1.35696 -0.88103 -1.48436
H8 -1.29378 1.48796 -0.70361

total energy	-9406.2188	eV
charge	0
SMILES string	C=C=O.C=C.C=O
orbital gap	10.048	eV


(6)
Formula: C21H24N2O2S
Source: OMol25
Level of theory: the ωB97M-V functional and the def2-TZVPD basis

Element x y z (Å)
S1 1.06872 -0.24735 1.73091
O1 -0.36161 -0.44558 -0.84266
O2 3.92644 1.77967 -0.25476
N1 -2.20383 -1.53100 -0.19494
N2 1.72077 1.54248 -0.71876
C1 -1.64572 2.81880 -0.97328
C2 1.44398 2.94241 -0.90526
C3 3.90783 -1.10704 -1.01284
C4 -3.07288 -2.19900 0.75179
C5 0.49654 3.48508 0.17362
C6 -1.00265 -0.98949 0.04166
C7 -0.85188 2.81985 0.16786
C8 3.98749 -2.48600 -0.95365
C9 -4.38684 -2.36833 -0.01067
C10 2.26474 -2.50424 0.71316
C11 2.16516 -1.12315 0.63316
C12 2.98700 -0.41260 -0.23822
C13 3.15822 -3.18513 -0.09246
C14 -0.49841 -1.13726 1.46675
C15 -3.37922 1.63432 0.18655
C16 -1.34498 2.21668 1.31750
C17 -2.59996 1.63341 1.32949
C18 -2.77831 -1.49761 -1.53243
C19 -3.92747 -2.49554 -1.46168
C20 2.93638 1.08264 -0.37787
C21 -2.89508 2.22701 -0.96720
H1 4.55609 -0.54384 -1.66721
H2 1.65290 -3.05209 1.41533
H3 0.94274 0.89421 -0.79156
H4 3.21948 -4.26195 -0.03047
H5 -3.13140 -0.48411 -1.74926
H6 0.36857 4.55787 0.00384
H7 -1.19716 -0.68467 2.16864
H8 -0.37795 -2.19181 1.71815
H9 1.01194 3.09326 -1.89991
H10 -2.65327 -3.17417 1.02970
H11 -5.00107 -1.47558 0.10706
H12 -3.19865 -1.60603 1.66045
H13 -2.01284 -1.75578 -2.26646
H14 -3.49874 2.23863 -1.86414
H15 -0.73955 2.20590 2.21258
H16 -3.56351 -3.50561 -1.65299
H17 -4.95417 -3.23030 0.33316
H18 -4.71638 -2.26750 -2.17420
H19 2.40183 3.46651 -0.84913
H20 4.69809 -3.01496 -1.57075
H21 -4.36274 1.18543 0.19739
H22 -2.97750 1.18636 2.23972
H23 -1.28820 3.29210 -1.87600
H24 0.96554 3.34724 1.14914

total energy	-40078.5897	eV
charge	0
SMILES string	O=C(NCCc1ccccc1)c1ccccc1SCC(=O)N1CCCC1
orbital gap	8.686	eV


What is the orbital gap in the third record? 8.997 eV